DFT (the ωB97M-V functional and the def2-TZVPD basis) results for a molecular structure, C25H32N6O3S in a non-equilibrium geometry.

Output
- Energy: -52342.9878 eV
- Highest occupied orbital energy: -7.16 eV
- Relative energy (zero: lowest compared OMol25 entry of this formula, charge and spin): 486.89 kcal/mol
- HOMO-LUMO gap: 7.4 eV

Last column: natural (NBO) charge in e.
Geometry (Å):
C 3.476753 4.380762 2.420963  -0.6097
C 3.266145 5.257014 1.134500  -0.3704
H 3.565457 6.385689 1.331607  0.2134
H 2.093039 5.225403 0.919222  0.1934
C 3.879088 4.628408 -0.277028  -0.4354
C 3.337879 3.361305 -0.508415  0.2364
C 2.111908 3.127117 -1.034249  -0.4215
C 1.718088 1.977701 -1.708333  0.6316
O 0.638006 1.684105 -2.216172  -0.6004
N 2.721507 0.905466 -1.260263  -0.2719
C 3.768572 1.438639 -0.564639  0.5402
N 4.111896 2.518904 -0.343275  -0.5183
S 4.724710 -0.409029 -0.359514  0.2721
C 3.404919 -1.016712 -1.018517  0.1736
N 2.445359 -0.365191 -1.651736  -0.3384
N 3.349858 -2.466384 -1.093797  -0.4348
C 4.207965 -3.440739 -0.267095  -0.2438
H 4.392374 -4.238753 -0.793461  0.2008
C 3.449991 -3.518207 0.872727  -0.4095
H 3.552326 -2.876989 1.854428  0.2658
H 3.551751 -4.636554 1.179016  0.1900
C 1.721408 -3.432988 0.787097  -0.3107
C 1.378057 -1.963004 0.922209  0.7177
O 2.099084 -1.195103 1.481581  -0.5908
N 0.103982 -1.570088 0.368435  -0.5314
C -0.889384 -2.589538 0.195014  -0.2323
H -0.837495 -3.782418 0.658519  0.2392
C -2.278154 -1.861691 0.609018  -0.1547
N -2.610326 -0.812741 0.065791  -0.4848
C -3.758398 -0.265233 -0.085183  0.1845
C -4.878710 -0.625983 0.486266  -0.2320
C -6.188091 -0.222232 0.256733  -0.2654
C -6.331550 0.922143 -0.442336  0.2217
C -5.293630 1.273015 -1.181712  -0.2236
C -4.048643 0.790712 -1.013391  -0.2473
H -3.158482 1.467097 -1.554941  0.2354
H -5.409924 2.241038 -1.995108  0.2209
O -7.569334 1.517309 -0.418288  -0.5099
C -8.712416 1.054385 0.012552  -0.2440
H -8.694555 1.223134 1.177578  0.1414
H -8.824560 -0.110098 -0.104060  0.1737
H -9.666540 1.706790 -0.085779  0.2116
H -7.068144 -0.673406 0.973467  0.2305
H -4.820398 -1.702966 1.248344  0.1750
C -1.448458 0.092273 -0.320646  -0.2435
H -0.785495 -0.155200 -1.275020  0.2469
C -0.187872 -0.452678 0.805813  -0.1847
H -0.492473 -0.307153 1.823259  0.1763
H 0.647802 0.357023 0.501064  0.2285
H -1.716335 1.153936 -0.065458  0.2235
H -3.079469 -2.676406 0.310674  0.1941
H -2.304819 -1.871879 1.686877  0.1563
H -0.805655 -2.655128 -0.986273  0.2064
H 1.355375 -4.239397 1.439480  0.2499
C 1.746147 -4.121201 -0.677948  -0.4344
H 0.623575 -4.107129 -0.828663  0.2275
C 2.233293 -3.144739 -1.869540  -0.1950
H 2.490815 -3.612314 -2.649445  0.1763
H 1.581737 -2.203943 -2.062984  0.2487
H 2.263682 -5.041272 -0.564770  0.2120
H 5.162106 -2.844377 -0.130496  0.2277
H 1.602320 4.075088 -1.342129  0.2277
H 3.722536 5.529329 -0.992532  0.2285
H 4.772784 4.725799 0.186476  0.2306
H 3.152872 3.242258 2.178337  0.1929
H 2.934586 4.657034 3.253685  0.2174
H 4.499589 4.290014 2.602476  0.1989

Forces on the atoms, in the same order (eV/Å):
C -0.655 -2.991 -4.273
C -3.690 0.711 -0.167
H -0.399 -2.391 -0.669
H 2.231 0.566 0.704
C -2.930 7.848 2.194
C -8.881 10.579 -3.276
C -1.730 4.045 -1.907
C -1.395 -2.542 1.908
O 2.032 0.194 -0.138
N -2.200 4.805 -1.277
C -1.625 -16.276 -3.469
N 12.999 -4.592 5.029
S 2.287 4.529 2.124
C -2.714 -7.364 -3.176
N 1.983 0.424 2.233
N 0.868 1.655 -2.464
C 1.036 9.604 -1.910
H 0.816 -4.390 -2.824
C -4.945 -3.233 9.473
H 1.062 -1.026 -2.358
H -0.111 1.589 0.450
C 5.611 -1.600 -3.279
C -2.169 -2.215 -1.139
O 0.529 1.016 0.562
N 7.108 -10.770 0.096
C -2.296 -1.099 -2.751
H 0.188 3.940 -0.852
C 1.097 -13.574 3.774
N 4.445 10.264 -6.560
C -2.751 3.827 -3.345
C -3.380 -7.334 4.970
C -1.146 -1.427 3.878
C -5.018 -2.118 1.596
C 1.097 6.095 -4.622
C 4.376 1.724 -1.205
H -2.465 -2.438 1.243
H 0.198 -2.859 2.544
O 3.154 3.567 -3.850
C -3.321 -2.401 5.314
H -0.056 -0.979 -1.158
H -0.384 2.200 -0.265
H 1.756 -1.099 -1.422
H 2.444 1.217 -2.128
H -0.069 3.384 -2.180
C 2.952 -1.293 2.531
H -2.322 0.915 1.401
C -3.969 14.139 -1.224
H -0.165 0.129 0.867
H -1.731 -1.734 1.134
H 0.505 -1.133 -0.826
H 1.212 0.845 0.800
H 0.200 -0.129 1.150
H -1.142 -0.843 2.108
H -0.202 1.029 0.225
C -5.076 3.587 -0.561
H 1.250 -1.741 -0.599
C -1.551 5.533 9.940
H 2.285 -3.475 -6.089
H 0.251 -2.282 0.088
H -0.003 -0.921 -0.370
H -0.648 -1.159 0.057
H -0.104 -1.106 0.554
H 0.136 -1.991 0.777
H 3.912 -0.945 -0.257
H 0.507 2.530 0.497
H -1.075 0.949 1.634
H 1.789 0.028 0.732

***

DFT (the ωB97M-V functional and the def2-TZVPD basis) results for a molecular structure, C25H33BLiN12O2S in a non-equilibrium geometry.

Output
- Energy: -60159.2310 eV
- Charge: -1
- Highest occupied orbital energy: -5.10 eV
- Relative energy (zero: lowest compared OMol25 entry of this formula, charge and spin): 7.65 kcal/mol
- HOMO-LUMO gap: 7.8 eV

Last column: Mulliken charge in e.
Geometry (Å):
Li 0.692119 0.218372 -1.414077  1.4115
C -0.386231 2.431758 -4.694707  -0.9827
C 0.335099 1.290045 -4.338239  -0.3096
N 0.916339 1.461603 -3.166803  -0.6899
N 0.598114 2.677157 -2.744168  0.7058
C -0.189546 3.291988 -3.637748  -0.2543
B 1.012581 3.210522 -1.377874  -0.1823
N -0.105040 2.857171 -0.398463  0.7979
C -1.005089 3.679539 0.161217  -0.4632
C -1.894049 2.909053 0.878115  -1.4591
C -1.445909 1.601441 0.670557  -0.4194
N -0.370915 1.596226 -0.092182  -0.1151
N 2.301746 2.524712 -0.925657  0.0323
C 3.441400 3.124976 -0.555259  -0.2734
C 4.344566 2.151517 -0.186810  -1.1705
C 3.641249 0.959782 -0.376225  -0.4757
N 2.422938 1.209447 -0.816386  0.0316
H -0.962068 2.605109 -5.583399  0.4176
H 0.470643 0.372987 -4.879136  0.5032
H -0.558743 4.286066 -3.471495  0.4723
H 1.171438 4.394052 -1.416620  -0.1965
H -0.953594 4.743510 0.025897  0.4888
H -2.730619 3.243682 1.461814  0.4753
H -1.858891 0.690056 1.055591  0.5228
H 3.551998 4.191035 -0.573007  0.4599
H 5.350467 2.285754 0.162949  0.3995
H 3.965481 -0.051063 -0.216772  0.5786
N -3.758493 -6.244958 0.291441  -0.6023
C -3.009638 -5.186749 -0.219363  1.2226
C -1.854649 -4.752165 0.428020  -0.9055
C -1.077006 -3.751481 -0.132549  -0.0449
C -1.435453 -3.190701 -1.341249  -0.1850
C -2.576144 -3.622926 -1.993730  -0.5878
C -3.371791 -4.599876 -1.432995  -0.8004
S -0.438760 -1.936363 -2.171331  1.4257
O -0.338660 -2.383264 -3.543218  -0.7912
O 0.828769 -1.879725 -1.462563  -0.9592
N -1.050258 -0.486865 -2.064601  -0.2850
C -2.298730 -0.099675 -2.102241  0.0578
N -2.495363 1.232273 -2.256871  0.0057
C -3.723912 1.672387 -2.228270  -0.2163
C -4.828822 0.844777 -2.043206  -1.0239
C -4.538479 -0.503509 -1.925034  -0.2542
N -3.316822 -0.984126 -1.963715  -0.3556
H -3.647733 -6.405486 1.281217  0.2193
H -4.721279 -6.254975 -0.010460  0.2205
H -1.578009 -5.204332 1.373262  0.2738
H -0.185758 -3.408513 0.367835  0.3709
H -2.826826 -3.171706 -2.937431  0.4285
H -4.280919 -4.917652 -1.928081  0.2564
H -3.845413 2.744056 -2.369666  0.4325
H -5.836920 1.223400 -2.001193  0.3944
H -5.324761 -1.245594 -1.787411  0.3912
C 0.718316 1.817066 3.709132  -1.5096
C 1.715765 1.423436 2.623635  0.9086
N 2.403490 0.172131 2.852304  0.6213
C 3.415671 0.132871 3.872261  -0.9461
C 2.930763 -0.523635 5.171256  -1.0439
C 2.104997 -0.889877 2.042100  1.0511
C 3.073960 -2.060581 2.054000  -1.8357
N 1.050609 -0.834850 1.342482  -0.3234
H 0.236903 2.745508 3.414207  0.3769
H 1.204330 1.964667 4.674345  0.4095
H -0.045593 1.049552 3.797275  0.3351
H 2.474313 2.208766 2.523143  0.3757
H 1.176211 1.301461 1.682772  -1.0231
H 3.713088 1.164102 4.085451  0.4009
H 4.300062 -0.403095 3.513603  0.4464
H 2.092315 0.031037 5.580291  0.2633
H 3.729374 -0.557915 5.910296  0.4118
H 2.598270 -1.540052 4.981951  0.2283
H 3.116702 -2.547372 3.027357  0.3393
H 4.077561 -1.734867 1.788318  0.3973
H 2.749075 -2.791617 1.318301  0.4505
H 0.940164 -1.569484 0.657811  -0.3275

Forces on the atoms, in the same order (eV/Å):
Li 0.343 0.455 0.350
C -0.019 0.114 -0.144
C -0.024 0.199 -0.252
N 0.373 -0.913 0.113
N -0.068 0.667 -0.428
C -0.101 0.103 -0.236
B -0.037 -0.284 0.045
N -0.233 0.763 0.310
C -0.114 0.186 0.162
C -0.100 0.112 0.039
C -0.105 0.120 0.271
N 0.178 -0.754 -0.260
N 0.355 0.602 0.004
C 0.408 0.175 0.156
C 0.112 0.146 0.037
C 0.048 0.055 0.041
N -0.265 -0.987 0.048
H -0.088 0.028 -0.111
H -0.066 -0.233 -0.014
H -0.026 0.160 0.092
H -0.010 0.284 0.051
H 0.072 0.143 -0.062
H -0.120 0.032 0.051
H 0.012 -0.306 0.027
H -0.103 0.212 -0.040
H 0.124 0.032 0.024
H 0.000 -0.213 0.010
N -0.143 -0.174 0.098
C 0.228 0.134 -0.038
C -0.214 -0.109 0.001
C 0.081 0.172 -0.018
C 0.431 0.401 -0.290
C -0.138 -0.251 -0.071
C 0.092 0.007 0.012
S -0.924 -0.793 -0.538
O -0.266 0.017 0.036
O 0.327 0.261 0.408
N 1.767 -1.220 0.250
C -1.785 0.400 -0.101
N 0.548 0.029 -0.076
C -0.428 0.020 -0.003
C -0.056 -0.029 0.028
C -0.325 0.194 0.027
N 0.368 0.108 -0.063
H -0.112 0.043 -0.078
H 0.064 -0.026 0.141
H 0.072 0.014 0.011
H 0.112 0.015 0.085
H -0.091 -0.094 -0.103
H -0.007 -0.065 -0.084
H -0.043 0.016 0.041
H -0.092 0.043 -0.015
H -0.057 0.082 -0.036
C 0.218 -0.118 -0.214
C -0.248 0.275 -0.046
N 0.276 0.189 0.090
C 0.021 -0.275 0.280
C 0.140 0.148 -0.183
C 0.095 -0.543 0.149
C -0.168 0.174 -0.187
N -0.589 0.026 -0.233
H -0.113 0.143 0.025
H -0.021 0.015 0.102
H -0.125 -0.099 0.091
H -0.029 0.020 -0.114
H 0.188 0.210 0.078
H 0.065 -0.082 -0.094
H 0.026 0.133 0.027
H -0.110 0.043 0.095
H 0.090 0.010 0.119
H -0.056 -0.146 -0.009
H 0.023 0.013 0.068
H 0.145 0.013 0.014
H -0.044 -0.011 -0.028
H 0.264 -0.237 0.057